Record 1
Computed, not measured: a 18-piece molecular cluster, C30H88O38S8 overall at a distorted geometry, with the ωB97M-V functional and the def2-TZVPD basis.

XYZ file:
```
164
Properties=species:S:1:pos:R:3:lowdin_charge:R:1
S 1.6529 1.0721 1.1465 0.680
S -7.3899 -0.3229 0.3651 0.626
S -3.3030 -3.8820 -1.5703 0.654
S -2.2734 4.1066 -1.6350 0.634
S 4.0091 -5.7540 -3.0203 0.632
S 1.9858 -3.6023 7.3189 0.651
S 4.3973 1.0822 -5.7616 0.628
S -2.1090 2.9976 4.2029 0.657
O -1.5400 -0.1845 -3.8619 0.056
O 0.6486 -0.0971 -4.4199 0.151
O 3.2086 -4.3167 -3.1583 -0.289
O -0.9809 -2.1236 3.8787 -0.061
O -7.5397 0.9163 1.1116 -0.279
O 5.4586 0.5916 -4.8946 -0.294
O 0.7053 6.2823 1.5728 0.080
O -6.9645 -1.5553 0.9653 -0.283
O 1.9783 -3.9499 5.7036 -0.261
O 2.4843 4.9063 1.4392 0.070
O -2.5055 -3.3188 -0.5081 -0.306
O 3.1501 -2.7798 7.5792 -0.285
O 1.1219 4.7686 3.1774 0.079
O -2.1486 3.0846 -2.6382 -0.287
O 0.5988 1.9512 1.6062 -0.263
O -0.8505 4.9639 -1.6582 -0.256
O 1.1424 0.2523 -0.1666 -0.247
O -2.5364 -3.5228 -2.9730 -0.237
O -3.7543 -5.2414 -1.6032 -0.257
O 4.6389 1.9701 -6.8762 -0.286
O 0.5507 -0.1100 5.1029 -0.090
O 2.1235 -3.5501 0.5973 -0.040
O 2.7174 1.5406 5.8384 -0.075
O 3.3335 1.8475 -4.8217 -0.241
O 5.0035 -2.3238 0.6823 -0.042
O -0.8607 0.9882 -5.6357 0.088
O -2.5778 3.7552 -0.2695 -0.286
O 1.8265 -4.8494 8.0095 -0.285
O 2.9864 1.5369 0.8178 -0.308
O -3.3309 1.9284 4.0083 -0.246
O 3.2897 -6.5154 -2.0258 -0.300
O -6.3183 -0.0144 -0.8256 -0.298
O -0.3746 -2.6602 1.2858 -0.064
O 4.9344 0.4441 -0.7649 -0.055
O 5.4279 -5.5411 -2.9151 -0.287
O -0.9273 2.2322 4.4890 -0.287
O -2.5919 4.0611 5.0311 -0.257
O 4.4813 0.7728 3.7903 -0.032
C 0.6823 6.5933 -0.8877 -0.060
C -0.5728 5.8212 -0.5349 -0.259
C -0.4076 -4.7258 -2.7347 -0.046
C 3.5996 -3.1787 -2.3676 -0.260
C -6.4107 1.2079 -1.5664 -0.263
C -3.3744 5.4073 -2.2597 -0.099
C 3.4064 -0.2698 -6.4076 -0.113
C 3.9563 -3.1455 4.4735 -0.051
C -2.1131 3.6524 2.5138 -0.103
C -5.2471 2.0731 -1.1106 -0.062
C 2.4962 -2.1553 -2.4278 -0.038
C -2.7233 0.3783 -4.3928 -0.117
C -1.1197 -3.3889 -2.8697 -0.299
C 3.6513 -6.4719 -4.6779 -0.086
C 1.3267 5.3599 2.0078 -0.554
C 0.3383 -2.7835 7.4188 -0.083
C -2.2654 1.1071 -5.6627 -0.112
C 1.7916 -0.3398 2.2920 -0.074
C -0.4873 0.2276 -4.5814 -0.551
C -1.2691 0.2402 -0.5344 -0.036
C 3.2009 4.1557 2.3995 -0.120
C -8.8510 -0.7532 -0.6521 -0.093
C -2.9959 0.6623 3.4221 -0.276
C 3.3175 1.5583 -3.4271 -0.280
C 2.5904 2.6162 -2.6145 -0.051
C -4.7606 -2.7805 -1.7186 -0.087
C 2.4794 -2.9583 4.8114 -0.288
C 2.1493 3.7853 3.4279 -0.092
C -3.9370 0.2759 2.2807 -0.045
C 0.0838 0.8034 -0.9672 -0.232
H 1.9290 -3.0922 3.8780 0.112
H -0.0107 1.8824 -0.8464 0.105
H 2.4170 2.3381 -1.5807 0.054
H -3.5748 6.1220 -1.4616 0.070
H 0.8003 -0.7867 2.3114 0.047
H -3.0865 4.0840 2.2986 0.077
H 2.0202 0.0999 3.2604 0.044
H 0.0057 -2.8728 8.4488 0.066
H 5.1916 1.3471 3.4806 0.071
H 1.5072 -2.5269 -2.1780 0.067
H -3.0459 -0.0752 4.2244 0.117
H -4.3194 1.5428 -1.3164 0.062
H 3.9707 -5.6970 -5.3694 0.066
H -3.8242 0.8221 1.3416 0.056
H 4.5320 -2.9056 5.3682 0.076
H 2.4944 -1.0706 1.9013 0.063
H -3.7694 -0.7656 2.0064 0.083
H 3.2012 -1.0335 -5.6644 0.052
H 0.3447 -3.3000 1.1210 0.035
H -5.2486 3.0318 -1.6318 0.068
H -6.2593 0.8664 -2.5941 0.121
H -1.4976 0.6373 0.4580 0.064
H 3.6629 3.2896 1.9260 0.101
H 3.8058 -3.5882 -1.3730 0.084
H -2.0420 2.7699 1.8771 0.037
H -1.2929 4.3591 2.4270 0.056
H -0.7678 -2.2977 2.9404 -0.001
H -0.4840 5.2267 0.3740 0.088
H 2.4378 3.7842 4.4760 0.130
H 3.9819 4.7871 2.8328 0.137
H -0.7711 -2.6801 -2.1088 0.095
H 3.9366 -0.6613 -7.2737 0.069
H 3.3252 1.2895 5.1229 -0.021
H -0.7379 -2.8146 -3.7187 0.118
H -0.9827 -2.7750 0.5420 0.004
H 0.3186 0.5389 -1.9967 0.102
H 5.6707 -2.9826 0.4525 0.073
H 4.2062 -2.3529 3.7622 0.048
H 4.7481 -0.1138 3.5245 0.040
H -7.3697 1.7233 -1.4944 0.118
H 4.1792 -7.4103 -4.7974 0.072
H -2.5737 2.1515 -5.6528 0.130
H 0.4177 7.3616 -1.6179 0.081
H -5.4090 -3.2677 -2.4420 0.071
H 2.4917 0.1933 -6.7729 0.066
H -9.6923 -0.8800 0.0274 0.072
H 2.5090 -1.7637 -3.4454 0.065
H 1.1822 7.0857 -0.0563 0.075
H 0.3983 -1.7262 7.1656 0.053
H -5.2443 -2.8030 -0.7421 0.058
H 0.0404 0.6443 4.7684 0.009
H -3.5248 -0.3562 -4.4324 0.132
H -2.0861 0.4604 -1.2206 0.064
H 4.3125 1.6360 -2.9909 0.101
H 2.3261 -1.9537 5.2086 0.103
H 4.5393 -2.7891 -2.7662 0.132
H 4.8331 -0.5051 -0.6336 -0.006
H -9.0588 0.0765 -1.3226 0.060
H 2.8599 0.5959 -3.2052 0.089
H -4.4249 -1.7688 -1.9196 0.055
H 5.4817 -1.6620 1.1959 0.053
H 2.8111 -1.3355 -1.7789 0.074
H -1.2765 -0.8386 -0.3627 0.056
H 4.1467 -4.1386 4.0768 0.086
H 2.5680 -6.5572 -4.6438 0.061
H -3.0798 1.1895 -3.7468 0.095
H -1.8896 -2.4163 3.9997 0.058
H -1.9457 0.6270 3.1236 0.093
H 2.9528 -3.0968 0.3961 0.006
H -0.2230 -3.3563 6.6875 0.062
H -2.7277 0.6452 -6.5396 0.130
H -8.6395 -1.6967 -1.1443 0.069
H -0.7918 -5.3505 -3.5426 0.089
H 1.4260 5.9724 -1.3899 0.084
H 2.2447 -4.4495 0.2659 0.067
H -1.3754 6.5435 -0.3634 0.125
H -5.3635 2.2712 -0.0459 0.084
H 0.0190 -0.8883 4.8588 0.007
H 1.6522 2.8258 3.2705 0.086
H -4.3274 4.9900 -2.5745 0.056
H 0.6744 -4.6114 -2.7974 0.058
H 4.3824 0.8531 -0.0691 -0.006
H -2.8742 5.9610 -3.0500 0.076
H -0.6260 -5.2290 -1.7916 0.083
H 3.1193 3.5703 -2.6629 0.086
H 1.9801 0.9068 5.7776 -0.005
H -4.9467 0.4748 2.6407 0.081
H 1.6162 2.8539 -3.0587 0.079
```

Computed properties:
Net charge: 0
Kohn-Sham gap in eV: 9.9
Lowest unoccupied orbital energy in eV: -0.393
F_max in eV Å⁻¹: 2.67

Record 2
Computed, not measured: an isolated ion of composition C7H16N4S and charge +2 at a distorted geometry, with the ωB97M-V functional and the def2-TZVPD basis.

XYZ file:
```
28
Properties=species:S:1:pos:R:3:lowdin_charge:R:1
S 0.7454 -2.2713 -0.1598 1.089
N -0.7618 -1.6588 -0.7944 -0.136
N -0.3162 -0.1387 0.7452 0.097
N 2.6194 0.9684 1.0963 0.233
N 3.0094 -0.2815 -0.7250 0.027
C -2.7493 1.3467 -0.4646 -0.068
C 2.3669 -0.0476 0.4184 -0.281
C -2.6374 -0.1581 -0.2716 -0.283
C -3.7402 -0.5545 0.8429 0.011
C -1.1945 -0.6473 -0.1150 -0.329
C 0.9318 -0.8441 0.9271 -0.365
C 4.1201 0.5826 -1.1281 -0.014
H 5.0752 -0.0106 -1.1258 0.130
H -3.8103 1.5300 -0.6729 0.106
H 2.9041 -1.1984 -1.2149 0.147
H -1.1798 -2.2220 -1.5903 0.193
H 3.9912 0.7132 -2.2763 0.149
H 4.2574 1.5103 -0.6540 0.070
H -2.4923 1.8688 0.4032 0.061
H -0.6616 0.6324 1.4103 0.222
H -4.3126 -1.3090 0.4268 0.060
H 3.4614 1.4306 0.8498 0.114
H -3.0227 -0.7059 -1.2537 0.180
H 1.0958 -1.3020 1.8815 0.112
H 2.0646 1.3208 1.9070 0.191
H -2.1740 1.8170 -1.2860 0.105
H -3.1988 -0.6408 1.8364 0.113
H -4.3912 0.2697 0.9873 0.068
```

Computed properties:
Net charge: +2
Kohn-Sham gap in eV: 9.9
Lowest unoccupied orbital energy in eV: -7.078
SMILES: CNC(=[NH2+])[C@H]1[NH+]=C(C(C)C)NS1
F_max in eV Å⁻¹: 5.54

Record 3
Computed, not measured: C25H24KN2PS as an isolated structure at a distorted geometry, with the ωB97M-V functional and the def2-TZVPD basis.

XYZ file:
```
54
Properties=species:S:1:pos:R:3:lowdin_charge:R:1
K -1.9799 -1.3724 -2.1451 0.683
S -3.3592 0.8287 -3.6226 0.609
P 0.0179 -0.4779 0.0052 1.057
N -1.4197 2.5553 -3.6428 0.079
N -0.7797 0.2974 -3.5960 -0.044
C -0.4641 -2.0690 0.7492 -0.362
C -0.9450 2.0983 0.5904 -0.288
C 2.4311 0.7516 3.1149 -0.084
C 1.4669 -0.1081 1.0767 -0.310
C 1.3266 0.4845 2.3290 -0.099
C -3.4778 1.1938 1.3278 -0.079
C 2.7480 -0.4217 0.6067 -0.277
C -0.8133 -2.1431 2.0918 -0.141
C -0.1350 2.9845 -3.4951 -0.035
C 0.3700 2.6627 0.1416 -0.058
C 0.8616 2.0493 -3.4571 -0.038
C -1.9383 2.9889 0.9745 -0.057
C -1.1692 -3.3393 2.6849 -0.129
C 0.4894 0.7028 -3.5587 -0.081
C -3.1934 2.5489 1.3464 -0.085
C -0.4266 -3.2559 -0.0603 -0.401
C -2.4921 0.2918 0.9757 -0.103
C 2.9423 -1.0651 -0.7304 -0.065
C -0.7496 -4.4763 0.6089 -0.076
C -1.7430 1.2122 -3.6177 -0.914
C -1.1218 -4.5107 1.9225 -0.117
C 3.6988 0.4470 2.6478 -0.087
C -0.0842 -3.2683 -1.3996 -0.192
C 3.8485 -0.1268 1.3991 -0.054
C -1.2093 0.7219 0.6387 -0.341
H -3.9531 3.2614 1.6311 0.100
H 1.8920 2.3374 -3.3420 0.114
H -1.3798 -5.4581 2.3793 0.095
H -1.4656 -3.3735 3.7240 0.083
H 0.3423 0.7558 2.6837 0.104
H -2.7146 -0.7705 0.9797 0.102
H 4.5699 0.6662 3.2483 0.099
H -0.6878 -5.3973 0.0413 0.101
H 0.3689 -2.4038 -1.8601 -0.037
H 0.9355 3.0443 0.9929 0.093
H 0.0543 -4.2087 -1.9092 0.021
H 3.9073 -0.8015 -1.1600 0.077
H -4.4637 0.8402 1.5961 0.105
H -1.7220 4.0486 0.9641 0.111
H 2.1544 -0.7568 -1.4180 0.017
H 1.2326 -0.0769 -3.6163 0.121
H -0.8250 -1.2367 2.6834 0.094
H 0.9827 1.9187 -0.3654 0.046
H -2.1969 3.1974 -3.6866 0.136
H 0.2054 3.4962 -0.5426 0.069
H 0.0204 4.0479 -3.4206 0.135
H 4.8392 -0.3608 1.0304 0.109
H 2.8941 -2.1500 -0.6336 0.094
H 2.3095 1.1953 4.0934 0.101
```

Computed properties:
Net charge: 0
Kohn-Sham gap in eV: 3.9
Lowest unoccupied orbital energy in eV: -1.229
F_max in eV Å⁻¹: 2.40

Which formula does entry 3 have? C25H24KN2PS